(1)
16
Properties=species:S:1:pos:R:3:mulliken_charge:R:1 method="wB97M-V/def2-TZVPD" total_charge=0 lumo_energy_ha=0.0272 smiles="C=CC[C@@H](N)C=O"
C -2.203 -0.966 -1.327 -0.706
C -1.088 -0.220 -1.238 -0.265
C 0.295 -0.696 -1.008 -0.627
C 0.683 -0.407 0.526 0.356
N 2.148 -0.300 0.752 -0.611
C -0.044 0.742 1.286 -0.286
O 0.002 1.902 0.942 -0.467
H -3.260 -0.531 -1.442 0.220
H -2.240 -2.020 -1.169 0.283
H -1.264 0.828 -1.375 0.350
H 0.525 -1.691 -1.457 0.376
H 0.948 0.026 -1.702 0.239
H 0.136 -1.337 1.063 0.183
H 2.588 0.249 -0.001 0.265
H 2.285 0.127 1.689 0.271
H -0.634 0.509 2.153 0.419

---

(2)
16
Properties=species:S:1:pos:R:3:mulliken_charge:R:1 method="wB97M-V/def2-TZVPD" total_charge=0 lumo_energy_ha=0.0402
C -1.616 -1.172 0.075 -1.417
C -0.592 -0.292 -0.631 0.411
C -0.720 1.248 -0.430 -0.698
C 0.671 1.293 0.261 -0.422
C 0.775 -0.191 0.012 0.222
N 1.658 -1.085 0.170 -0.576
O 2.805 -0.547 0.757 -0.377
H -2.554 -1.208 -0.489 0.363
H -1.844 -0.793 1.078 0.350
H -1.237 -2.193 0.182 0.348
H -0.522 -0.578 -1.688 0.337
H -0.782 1.818 -1.361 0.265
H -1.551 1.544 0.217 0.298
H 0.666 1.575 1.320 0.254
H 1.442 1.885 -0.243 0.274
H 3.403 -1.305 0.772 0.366

---

(3)
16
Properties=species:S:1:pos:R:3:mulliken_charge:R:1 method="wB97M-V/def2-TZVPD" total_charge=0 lumo_energy_ha=0.0330 smiles="CN(C)C=O.C#C"
C 1.553 -0.622 -0.215 -0.889
N 0.260 -0.767 0.411 0.134
C -0.754 -1.437 -0.384 -0.986
C -0.157 0.036 1.408 -0.020
O -1.202 0.028 1.990 -0.548
H 2.255 -0.171 0.484 0.338
H 1.927 -1.608 -0.497 0.282
H 1.484 0.014 -1.103 0.362
H -0.900 -0.923 -1.338 0.323
H -1.690 -1.439 0.168 0.322
H -0.440 -2.463 -0.577 0.322
H 0.730 0.848 1.694 0.290
C -0.343 2.157 -0.126 -0.366
C -1.196 2.178 -0.975 -0.081
H 0.441 1.991 0.758 0.104
H -1.969 2.177 -1.696 0.412

---

(4)
16
Properties=species:S:1:pos:R:3:mulliken_charge:R:1 method="wB97M-V/def2-TZVPD" total_charge=0 lumo_energy_ha="-0.0158 / -0.0158" smiles="CC1=C(N=O)CC1.[H][H]"
C 1.855 -0.155 -0.001 -1.063
C 0.417 -0.110 0.369 0.329
C -0.796 -0.100 -0.223 0.194
N -1.207 -0.140 -1.570 -0.073
O -2.408 0.022 -1.687 -0.388
C -1.589 0.092 1.039 -0.301
C -0.197 0.082 1.740 -0.513
H 2.390 -0.869 0.636 0.315
H 2.296 0.831 0.200 0.288
H 2.029 -0.406 -1.050 0.223
H -2.130 1.041 1.095 0.231
H -2.262 -0.727 1.306 0.241
H -0.029 -0.736 2.449 0.261
H 0.082 1.030 2.214 0.245
H 1.135 -0.197 -3.289 0.035
H 0.441 0.055 -3.196 -0.024

---

(5)
16
Properties=species:S:1:pos:R:3:mulliken_charge:R:1 method="wB97M-V/def2-TZVPD" total_charge=+1 spin_multiplicity=2 lumo_energy_ha="-0.1508 / -0.2826"
C -0.667 0.609 2.036 -1.168
C 0.095 0.687 0.752 0.759
C -0.390 1.375 -0.394 -0.423
N 0.306 1.003 -1.464 -0.029
C 1.249 0.037 -1.023 -0.313
C 1.083 -0.222 0.339 -0.401
H -0.009 0.482 2.888 0.353
H -1.277 1.512 2.150 0.408
H -1.453 -0.140 1.899 0.277
H -1.091 2.193 -0.396 0.439
H 0.521 1.539 -2.292 0.288
H 1.620 -0.615 -1.806 0.365
H 1.813 -0.765 0.913 0.439
H -0.646 -2.916 0.347 0.326
H -1.364 -1.739 -0.299 0.292
O -1.067 -2.653 -0.458 -0.610

---

(6)
17
Properties=species:S:1:pos:R:3:mulliken_charge:R:1 method="wB97M-V/def2-TZVPD" total_charge=0 lumo_energy_ha=0.0284 smiles="C=CCCNC(=O)O"
C 0.136 -0.238 2.002 -0.766
C 1.219 -0.183 1.212 -0.142
C 1.128 -0.626 -0.243 -0.343
C -0.215 -0.982 -0.922 -0.922
N -1.321 -0.039 -0.646 -0.193
C -1.201 1.299 -0.749 0.587
O -1.790 2.150 -0.119 -0.611
O -0.357 1.693 -1.746 -0.483
H 0.263 0.030 3.055 0.257
H -0.812 -0.563 1.656 0.145
H 2.120 0.260 1.567 0.385
H 1.924 -0.213 -0.881 0.375
H 1.469 -1.664 -0.072 0.273
H -0.460 -1.998 -0.620 0.453
H -0.058 -1.115 -1.996 0.327
H -2.016 -0.385 0.041 0.339
H -0.028 2.574 -1.539 0.322

---

(7)
17
Properties=species:S:1:pos:R:3:mulliken_charge:R:1 method="wB97M-V/def2-TZVPD" total_charge=0 lumo_energy_ha=0.0243 smiles="CNC(=O)CCC=O"
C 1.301 -1.019 -1.836 -0.709
N 0.223 -1.552 -0.908 -0.160
C 0.017 -1.173 0.394 0.387
O -0.924 -1.598 1.042 -0.617
C 0.782 -0.027 0.987 -0.629
C 0.593 1.377 0.313 -0.668
C -0.874 1.596 -0.037 0.126
O -1.574 2.445 0.441 -0.478
H 2.237 -1.130 -1.290 0.267
H 1.131 -1.549 -2.785 0.328
H 1.097 0.042 -1.808 0.176
H -0.284 -2.341 -1.276 0.252
H 0.465 0.190 2.003 0.366
H 1.872 -0.175 1.072 0.335
H 1.022 2.156 0.952 0.363
H 1.141 1.433 -0.620 0.340
H -1.184 0.761 -0.657 0.323

---

(8)
17
Properties=species:S:1:pos:R:3:mulliken_charge:R:1 method="wB97M-V/def2-TZVPD" total_charge=0 lumo_energy_ha=0.0233
O -0.305 0.887 -0.038 -0.497
C 0.991 1.316 -0.017 0.174
N 1.600 1.778 -1.039 -0.563
C 1.000 1.930 -2.321 -0.202
O -0.286 1.324 -2.588 -0.582
H -0.916 1.031 -0.748 0.390
H 1.249 1.212 1.010 0.389
H 1.832 1.559 -2.851 0.330
H 0.718 3.028 -2.642 0.242
H -0.080 0.414 -2.546 0.313
C 1.012 -2.004 2.743 -0.134
C -0.058 -1.971 2.198 -0.170
C -1.505 -1.867 1.830 -0.954
H 1.953 -1.766 3.091 0.432
H -2.196 -2.547 2.355 0.320
H -1.916 -0.969 1.991 0.275
H -1.495 -2.176 0.778 0.236

---

(9)
17
Properties=species:S:1:pos:R:3:mulliken_charge:R:1 method="wB97M-V/def2-TZVPD" total_charge=0 lumo_energy_ha=-0.0029
C 1.747 0.034 0.078 0.728
C -2.007 -0.621 -0.413 -0.287
C -1.273 -0.282 0.749 0.102
C 1.598 -1.458 -0.189 -1.043
C 0.415 2.005 0.622 -1.043
N 0.633 0.673 0.194 -0.155
O 2.807 0.614 0.174 -0.660
O -2.260 0.521 0.329 -0.341
H -1.486 -0.716 -1.324 0.256
H -2.789 -1.488 -0.325 0.230
H -1.073 -0.765 1.747 0.376
H 1.145 -1.577 -1.127 0.260
H 2.573 -2.100 -0.070 0.267
H 0.981 -1.945 0.514 0.310
H 0.069 2.166 1.627 0.328
H 1.366 2.501 0.536 0.453
H -0.384 2.656 0.020 0.219

---

(10)
17
Properties=species:S:1:pos:R:3:mulliken_charge:R:1 method="wB97M-V/def2-TZVPD" total_charge=0 lumo_energy_ha=0.0314 smiles="C=C1ON1C.CC=O"
C -1.273 1.092 1.887 -0.769
C -1.111 0.407 0.752 0.496
O -1.829 -0.560 0.100 -0.465
N -0.370 -0.649 0.160 0.103
C 0.177 -1.759 0.908 -0.961
H -0.452 1.689 2.246 0.297
H -2.261 1.284 2.270 0.284
H 1.236 -1.525 1.030 0.333
H -0.319 -1.882 1.872 0.328
H 0.100 -2.659 0.300 0.300
C 0.852 0.411 -2.267 -0.997
C 0.968 0.930 -0.870 0.564
O 1.933 0.929 -0.165 -0.518
H -0.142 -0.006 -2.408 0.277
H 1.587 -0.378 -2.425 0.280
H 1.028 1.222 -2.971 0.358
H -0.124 1.456 -0.417 0.090

---

(11)
17
Properties=species:S:1:pos:R:3:mulliken_charge:R:1 method="wB97M-V/def2-TZVPD" total_charge=0 lumo_energy_ha=0.0242
C -1.585 0.101 -0.216 0.066
C -0.929 -0.666 -1.449 -0.626
C 0.284 -0.240 -0.664 0.022
C 1.815 -0.054 0.839 -0.292
C -0.337 -0.350 0.575 -0.438
H -2.740 2.070 -0.282 0.293
H -0.947 1.976 0.570 0.291
H -2.402 -0.587 0.033 0.357
H -1.140 -1.785 -1.337 0.269
H -0.982 -0.331 -2.462 0.345
H 0.271 0.864 -0.816 0.424
H 2.310 0.857 0.984 0.295
H 2.641 -0.671 1.505 0.147
H -0.417 -1.350 0.845 0.452
N -1.542 1.533 -0.365 -0.717
O 1.669 -0.563 -0.435 -0.459
O 0.670 -0.002 1.562 -0.426

---

(12)
17
Properties=species:S:1:pos:R:3:mulliken_charge:R:1 method="wB97M-V/def2-TZVPD" total_charge=+1 spin_multiplicity=2 lumo_energy_ha="-0.3262 / -0.3263"
O -3.183 -0.898 0.726 -0.432
C -2.029 -0.675 0.444 0.542
N -1.592 -0.307 -0.778 -0.218
C -0.624 0.828 -0.945 -0.470
C 0.791 0.487 -1.166 0.174
C 1.831 1.019 -0.285 -0.345
O 2.395 0.054 0.686 -0.383
C -0.897 -1.244 1.312 -0.929
H 1.886 -0.740 0.456 0.330
H -0.844 1.620 -0.235 0.424
H -1.026 1.128 -1.929 0.336
H 1.432 1.810 0.346 0.248
H 1.011 -0.096 -2.053 0.386
H 2.665 1.504 -0.822 0.380
H -0.551 -2.053 0.666 0.366
H -1.231 -1.850 2.160 0.353
H -0.034 -0.585 1.417 0.237

---

(13)
19
Properties=species:S:1:pos:R:3:mulliken_charge:R:1 method="wB97M-V/def2-TZVPD" total_charge=-1 lumo_energy_ha=0.1248 smiles="COP([O-])C1=N[C@@H](C)CS1"
C 2.926 -1.541 0.943 -0.547
O 2.322 -1.102 2.147 -0.111
P 1.898 0.393 2.573 -0.104
O 1.165 0.180 3.842 -0.581
C 0.464 0.706 1.183 0.288
N 0.548 0.986 -0.026 -0.459
C -0.560 1.658 -0.736 0.342
C -0.699 1.119 -2.185 -1.116
C -1.690 1.862 0.295 -0.783
S -0.925 1.715 2.049 -0.257
H 3.935 -1.248 0.797 0.249
H 2.292 -1.100 0.123 0.190
H 2.700 -2.644 0.969 0.196
H -0.132 2.650 -0.973 0.102
H -0.403 -0.057 -2.334 0.241
H 0.005 1.541 -2.855 0.335
H -1.737 1.335 -2.538 0.290
H -2.217 2.693 -0.269 0.346
H -2.430 1.112 0.254 0.377

---

(14)
18
Properties=species:S:1:pos:R:3:mulliken_charge:R:1 method="wB97M-V/def2-TZVPD" total_charge=0 lumo_energy_ha=0.0285
C 1.341 2.186 -0.010 -0.719
C -1.632 -1.042 1.254 -1.390
C -0.748 1.146 -0.518 0.782
C -0.735 -0.799 0.081 0.678
N 1.104 -1.645 -1.267 -0.413
C 0.468 -1.439 -0.086 -0.449
O -1.259 -0.060 -1.009 -0.397
O 0.643 1.186 -0.737 -0.259
O -1.430 2.128 -0.275 -0.535
H 0.635 -1.235 -2.072 0.226
H 1.625 -2.506 -1.377 0.231
H 0.934 -1.953 0.752 0.393
H 0.701 2.850 0.577 0.352
H 2.009 1.684 0.699 0.253
H 1.935 2.787 -0.702 0.235
H -1.604 -2.087 1.576 0.365
H -1.320 -0.417 2.097 0.276
H -2.668 -0.785 1.017 0.370

---

(15)
19
Properties=species:S:1:pos:R:3:mulliken_charge:R:1 method="wB97M-V/def2-TZVPD" total_charge=0 lumo_energy_ha=-0.0141 smiles="CC1(C(=O)S(N)(=O)=O)CC1"
C -0.721 -1.695 -0.082 -1.778
C -0.863 -0.148 -0.097 1.204
C 0.408 0.623 0.062 0.246
O 0.420 1.961 -0.227 -0.565
S 1.953 -0.232 -0.005 1.087
N 2.939 0.959 0.340 -0.383
O 2.064 -1.323 0.959 -0.630
O 1.977 -0.519 -1.419 -0.598
C -2.034 0.524 -0.826 -0.707
C -2.025 0.559 0.649 -0.756
H -1.664 -2.071 -0.018 0.529
H -0.035 -1.929 0.683 0.414
H -0.147 -1.833 -1.052 0.360
H 3.004 1.253 1.333 0.233
H 3.782 1.058 -0.159 0.254
H -2.680 -0.042 -1.454 0.292
H -1.856 1.538 -1.117 0.276
H -1.825 1.433 1.269 0.256
H -2.696 -0.115 1.161 0.267

---

ΔE to the lowest compared entry with this formula, charge and spin: 286.1; 280.1; 380.5; 498.6; 64.9; 116.1; 132.6; 431.8; 536.7; 574.0; 681.2; 597.8; 69.0; 282.3; 368.1 (kJ/mol)
Total energy: -8866.24781; -8866.30980; -8865.26875; -8864.04458; -8859.77757; -10915.37276; -10915.20159; -10912.10017; -10911.01272; -10910.62635; -10909.51589; -10902.33273; -31039.93558; -12961.78052; -23795.47094 (eV)
Strongest force on any atom: 3.6; 0.7; 4.1; 0.4; 2.5; 3.0; 3.0; 5.0; 7.6; 3.9; 6.7; 4.0; 3.7; 3.7; 8.6 (eV Å⁻¹)